Entry 1:
The following is a DFT calculation (the ωB97M-V functional and the def2-TZVPD basis) of a molecular structure, C10H12B2BeF14N5O4S2.

Values from the calculation:
ΔE to the lowest compared entry with this formula, charge and spin	200.70	kJ/mol
spin multiplicity	1
net charge	-1

Last column: Löwdin charge in e.
Element x y z (Å)
1 F -28.576 -3.942 -17.848  0.133
2 F -24.558 -4.682 -20.815  0.071
3 O -26.994 -6.391 -16.172  -0.311
4 F -23.519 -0.621 -13.578  0.118
5 F -29.134 -4.457 -15.733  0.174
6 H -25.570 1.562 -18.034  0.085
7 F -22.241 -1.021 -16.861  0.118
8 C -25.691 -0.554 -17.825  -0.139
9 F -25.604 -0.389 -14.186  0.233
10 O -27.344 -6.310 -18.862  -0.326
11 N -25.567 -4.680 -17.737  -0.327
12 H -19.163 -3.372 -20.649  0.082
13 F -27.955 -2.696 -16.071  0.111
14 F -26.554 -5.397 -21.376  0.111
15 H -19.713 -3.309 -14.090  0.091
16 F -24.289 -1.657 -15.359  0.149
17 C -22.071 -6.495 -18.084  -0.207
18 F -26.446 -3.549 -20.229  0.122
19 Be -23.557 -3.376 -17.037  0.944
20 S -26.628 -4.979 -16.307  0.732
21 C -20.382 -3.926 -13.490  -0.051
22 H -22.429 -8.497 -18.123  0.096
23 C -26.269 0.836 -17.618  -0.025
24 H -22.074 -7.746 -19.804  0.090
25 B -21.240 -1.627 -16.109  -1.275
26 N -22.029 -2.956 -19.277  0.194
27 H -19.924 -4.867 -13.185  0.079
28 H -20.806 -8.050 -18.708  0.080
29 F -23.989 0.602 -15.302  0.145
30 N -25.190 -1.635 -17.986  0.160
31 H -19.510 -4.614 -19.440  0.082
32 B -24.399 -0.524 -14.640  -1.573
33 F -21.208 -3.017 -16.389  0.063
34 C -21.663 -4.282 -14.047  -0.265
35 H -27.265 1.029 -18.017  0.077
36 F -21.340 -1.226 -14.724  0.083
37 N -22.665 -4.572 -14.515  0.171
38 S -25.946 -5.786 -18.777  0.607
39 H -20.147 -4.663 -21.172  0.079
40 C -25.874 -4.737 -20.419  -0.601
41 C -21.865 -7.793 -18.735  -0.049
42 C -28.247 -3.945 -16.546  -0.613
43 O -24.853 -6.801 -18.864  -0.346
44 H -26.183 1.002 -16.544  0.076
45 N -22.243 -5.487 -17.496  0.179
46 F -19.985 -1.134 -16.493  0.093
47 C -19.922 -4.067 -20.288  -0.037
48 H -20.579 -3.380 -12.567  0.095
49 O -25.905 -4.403 -15.149  -0.327
50 C -21.137 -3.447 -19.713  -0.249



Entry 2:
The following is a DFT calculation (the ωB97M-V functional and the def2-TZVPD basis) of C15H16N4O7S in the gas phase.

Values from the calculation:
ΔE to the lowest compared entry with this formula, charge and spin	28.51	kJ/mol
spin multiplicity	1
net charge	0
SMILES	CCOC(=O)c1sc(NN=C2C(=O)NC(=O)NC2=O)c(C(=O)OCC)c1C

Last column: Löwdin charge in e.
Element x y z (Å)
1 H -5.629 -2.055 -2.304  0.121
2 C 0.861 -0.810 1.492  -0.419
3 H -2.899 -2.685 1.077  0.056
4 N 3.525 5.041 -2.370  0.201
5 O 1.585 0.094 1.901  0.093
6 H -5.463 -3.566 -1.392  0.124
7 C 2.421 4.285 -2.355  -0.428
8 H 1.615 -3.348 3.385  0.120
9 O -3.993 -2.154 -1.016  -0.010
10 H -1.303 -3.285 0.822  0.095
11 C -5.339 -2.482 -1.344  -0.224
12 C -1.456 -1.162 0.337  -0.138
13 H 5.313 3.445 -0.176  0.165
14 O 0.905 -2.088 1.935  -0.007
15 O 3.674 1.838 -0.055  0.085
16 O 1.545 4.687 -3.123  0.076
17 C 2.240 3.166 -1.459  -0.081
18 H 3.654 5.765 -3.112  0.208
19 H -1.731 -2.193 2.206  0.085
20 O 5.566 5.482 -1.563  0.094
21 H 3.282 -3.522 1.723  0.076
22 C 4.561 4.808 -1.494  -0.495
23 H 4.122 -2.560 3.006  0.088
24 C -6.297 -1.991 -0.275  -0.077
25 C 1.899 -2.402 2.921  -0.192
26 H -7.347 -2.154 -0.594  0.087
27 S -1.459 0.895 -1.366  1.141
28 C -2.268 -0.502 -0.627  -0.344
29 C 3.466 2.867 -0.675  -0.367
30 O -4.238 -0.011 -1.680  0.111
31 H 1.832 1.337 0.244  0.115
32 N 1.085 2.513 -1.320  0.191
33 C -0.116 -0.459 0.487  -0.096
34 H -6.175 -0.904 -0.051  0.088
35 C -3.625 -0.854 -1.123  -0.533
36 N 1.006 1.545 -0.344  0.028
37 C -0.038 0.612 -0.370  -0.435
38 H 1.903 -1.681 3.715  0.108
39 C 3.301 -2.551 2.245  -0.052
40 C -1.870 -2.403 1.143  -0.021
41 H -6.158 -2.546 0.668  0.078
42 N 4.509 3.733 -0.668  0.216
43 H 3.533 -1.742 1.548  0.069



Entry 3:
The following is a DFT calculation (the ωB97M-V functional and the def2-TZVPD basis) of a molecular structure, C20H54F6N11O10P3S2Sr2.

Values from the calculation:
spin multiplicity	1
net charge	+2

Last column: Löwdin charge in e.
Element x y z (Å)
1 H -3.471 10.139 -3.946  0.065
2 H -0.937 -3.421 4.552  0.073
3 C -4.271 9.525 -4.361  -0.112
4 H 4.986 -8.183 -1.855  0.094
5 N 4.951 -6.661 -3.355  -0.304
6 H 6.793 -6.115 -4.083  0.063
7 F 8.226 3.926 1.091  0.107
8 O 9.697 2.088 2.976  -0.303
9 H -5.775 -3.290 7.489  0.066
10 H -7.834 11.009 -2.247  0.092
11 C -2.444 -5.765 3.794  -0.114
12 H -6.412 -3.473 5.946  0.058
13 C 2.276 -7.935 -4.627  -0.151
14 H -6.722 -4.763 7.142  0.084
15 N 2.357 -6.596 -4.183  -0.336
16 H -2.010 -2.166 7.761  0.078
17 C -3.891 -4.201 2.667  -0.143
18 H -5.772 6.668 -3.516  0.069
19 H -6.533 10.067 0.458  0.081
20 H 5.189 -7.233 -7.353  0.095
21 O 1.262 1.843 0.559  -0.044
22 H 3.558 -7.542 -2.371  0.058
23 O 0.091 0.718 -0.662  -0.062
24 H -4.835 -3.671 2.794  0.067
25 F 9.096 2.875 -0.721  0.103
26 N -2.197 -3.492 6.224  -0.320
27 N -6.103 10.055 -1.538  -0.323
28 N -3.462 9.281 -1.366  -0.279
29 H -2.784 11.054 -0.434  0.070
30 H -2.012 10.762 -2.001  0.073
31 H 4.190 -5.318 -7.991  0.090
32 H -3.977 -5.555 7.881  0.066
33 H -1.369 8.626 -0.923  0.072
34 Sr 4.737 0.748 -2.270  1.908
35 H 6.863 -6.622 -2.533  0.093
36 O 8.174 -0.324 3.479  -0.309
37 H 6.099 -4.956 -2.847  0.072
38 N 7.637 1.078 1.431  -0.355
39 H -2.431 8.293 0.295  0.062
40 H -1.003 -1.927 5.724  0.079
41 O -0.795 1.928 0.972  -0.070
42 C -2.408 8.325 -0.794  -0.092
43 C -7.321 10.048 -2.289  -0.132
44 C 9.218 3.153 0.587  -0.641
45 P -5.027 8.692 -1.811  0.622
46 H 1.414 -8.480 -4.242  0.089
47 N 4.298 -5.931 -5.994  -0.306
48 H 4.519 -6.569 -1.255  0.094
49 O 10.294 0.775 1.005  -0.292
50 H 6.197 -6.795 -5.999  0.072
51 H -2.602 7.326 -1.185  0.062
52 H -4.999 10.244 -4.736  0.085
53 C 1.105 -5.870 -4.274  -0.108
54 H -1.897 -5.922 4.724  0.061
55 O 3.791 -4.343 -3.826  -0.319
56 H -3.070 -6.657 3.765  0.087
57 H -7.922 9.188 -1.993  0.082
58 H -4.085 -5.106 2.092  0.083
59 H -5.090 11.078 0.001  0.064
60 C -0.986 -3.004 5.558  -0.121
61 F 10.435 3.697 0.784  0.130
62 C -2.956 10.720 -1.457  -0.117
63 P 3.822 -5.709 -4.365  0.661
64 H 0.316 -6.602 -4.099  0.085
65 C 4.570 -7.214 -2.132  -0.178
66 N -4.666 -4.561 6.284  -0.322
67 H 4.849 -7.867 -5.715  0.072
68 H 5.075 -4.174 -7.049  0.076
69 O -4.209 -2.203 4.866  -0.360
70 H -3.078 -3.606 2.250  0.079
71 O 5.983 -0.469 2.371  -0.386
72 P -3.651 -3.545 5.286  0.655
73 H 1.089 -4.915 -3.749  0.076
74 C -4.181 -5.854 6.854  -0.088
75 H -6.444 7.984 -4.628  0.078
76 C 5.166 -6.997 -6.289  -0.145
77 N 0.137 1.523 0.262  -0.687
78 C -6.091 10.744 -0.273  -0.110
79 C 4.271 -4.907 -6.985  -0.130
80 F 5.985 2.865 3.296  0.097
81 N -3.423 -4.666 3.961  -0.319
82 H -3.617 11.456 -1.916  0.074
83 H -1.696 -5.622 3.014  0.084
84 H -1.211 -3.702 8.151  0.090
85 C -5.570 7.500 -4.191  -0.124
86 H 3.468 -4.206 -6.756  0.073
87 H -2.948 -3.588 8.241  0.068
88 Sr -5.516 2.715 2.216  1.888
89 C -5.980 -4.066 6.752  -0.116
90 O -5.383 7.421 -1.094  -0.357
91 F 7.618 2.369 4.480  0.167
92 H -4.984 7.060 -4.998  0.081
93 C 6.231 -5.992 -3.158  -0.126
94 C 6.565 1.842 3.962  -0.646
95 H -7.234 9.894 -3.364  0.065
96 S 7.158 0.391 2.713  0.544
97 H 2.093 -7.972 -5.701  0.091
98 H 0.960 -5.573 -5.312  0.075
99 H -4.969 -6.606 6.809  0.084
100 N -4.798 8.507 -3.489  -0.321
101 C -2.080 -3.250 7.674  -0.100
102 H -6.740 11.615 -0.367  0.088
103 H -0.032 -3.274 6.012  0.085
104 H -3.221 -6.198 6.469  0.062
105 F 5.733 1.307 4.860  0.138
106 H 3.135 -8.506 -4.274  0.080
107 H -3.818 9.024 -5.217  0.087
108 S 9.269 1.583 1.631  0.696



Entry 4:
The following is a DFT calculation (the ωB97M-V functional and the def2-TZVPD basis) of C2H4ClN3 in the gas phase.

Values from the calculation:
ΔE to the lowest compared entry with this formula, charge and spin	99.64	kJ/mol
spin multiplicity	1
net charge	0

Last column: Löwdin charge in e.
Element x y z (Å)
1 Cl -2.716 0.132 -0.244  0.596
2 N -0.236 0.498 0.133  -0.082
3 N 0.093 -1.838 -0.211  -0.059
4 N -0.878 -1.930 0.439  0.061
5 H -0.095 -0.673 -1.690  0.078
6 H 0.424 1.073 0.592  0.113
7 H 1.349 -0.299 -0.871  0.083
8 H -1.621 0.186 1.765  0.060
9 C 0.346 -0.461 -0.793  -0.179
10 C -1.324 -0.015 0.771  -0.671



| no. | maximum force (eV/A) | gap between HOMO and LUMO (eV) |
| --- | --- | --- |
| 1 | 6.20 | 8.267 |
| 2 | 5.62 | 7.121 |
| 3 | 5.62 | 1.569 |
| 4 | 3.62 | 9.128 |